C8H9ClS | wB97M-V/def2-TZVPD

Last column: Löwdin charge in e.
Element x y z (Å)
S -0.234 2.973 -1.311  0.775
C -1.038 1.489 -0.730  -0.622
C -1.408 0.441 -1.579  -0.109
C -2.131 -0.602 -1.055  -0.087
C -2.363 -0.758 0.320  -0.071
C -1.974 0.309 1.117  -0.090
C -1.367 1.456 0.607  -0.145
H -0.211 3.638 -0.130  -0.129
H -1.402 0.585 -2.677  0.118
H -2.411 -1.331 -1.692  0.066
H -2.901 -1.553 0.681  0.073
H -2.071 0.219 2.256  0.129
H -0.887 2.266 1.180  0.091
C 4.803 -2.153 2.085  -0.085
C 4.955 -1.584 0.907  -0.602
Cl 4.771 0.160 0.738  0.542
H 5.084 -3.147 2.192  0.030
H 4.932 -1.582 3.021  0.072
H 5.039 -2.011 -0.065  0.043

**Total charge**: 0
**Multiplicity**: 1
**ΔE to the lowest compared entry with this formula, charge and spin**: 41.4 kcal/mol
**SMILES**: Sc1ccccc1.C=CCl
**F_max**: 3.6 eV/Å
**Highest occupied orbital energy**: -8.40 eV

C44H67N12O7 | wB97M-V/def2-TZVPD

Last column: Löwdin charge in e.
Element x y z (Å)
C 0.224 -0.362 2.930  -0.039
C -0.554 -0.179 1.594  -0.462
C 0.410 0.785 0.776  -0.068
C 0.042 0.664 -0.704  -0.210
C 0.211 -0.713 -1.174  -0.142
C -0.767 -1.658 -0.465  -0.337
N -0.707 -1.456 1.021  0.059
O -0.748 -2.473 1.800  0.192
C -0.322 -3.199 -0.846  0.015
C -2.237 -1.514 -1.082  0.028
C -1.895 0.382 1.886  0.013
H 0.412 0.498 3.705  0.111
H 1.181 -0.884 2.964  0.056
H -0.386 -0.807 3.845  0.127
H 1.466 0.339 0.766  0.112
H 0.877 1.767 1.010  0.130
H 0.583 1.176 -1.440  0.108
H -0.819 1.186 -0.724  0.064
H 1.248 -0.972 -1.022  0.096
H 0.134 -0.845 -2.429  0.188
H -1.118 -3.788 -0.302  0.103
H 0.559 -3.404 -0.370  0.038
H -0.131 -3.229 -1.942  0.091
H -2.776 -0.591 -0.922  0.053
H -2.934 -2.263 -0.448  0.142
H -2.177 -2.023 -1.874  -0.022
H -2.457 -0.269 2.355  0.001
H -2.674 0.478 0.898  0.143
H -1.795 1.503 2.358  0.159
N 4.214 5.598 -2.419  -0.041
C 4.109 4.448 -3.246  -0.085
C 3.447 3.308 -2.442  -0.053
C 3.109 3.993 -1.176  -0.110
C 3.724 5.366 -1.162  -0.108
H 4.584 6.477 -2.720  0.135
H 4.486 4.676 -4.294  0.105
H 3.352 2.207 -2.536  0.056
H 2.524 3.555 -0.358  0.050
H 3.684 6.192 -0.565  0.059
N -1.332 5.844 2.992  -0.036
C -0.186 5.765 2.230  -0.093
C -0.441 4.665 1.261  -0.099
C -1.758 4.122 1.460  -0.066
C -2.355 5.072 2.520  -0.088
H -1.551 6.554 3.842  0.232
H 0.658 6.184 2.385  0.039
H 0.385 4.336 0.582  0.090
H -2.106 3.340 0.924  0.011
H -3.312 5.046 3.005  0.090
N -0.275 -6.942 -1.025  -0.063
C 0.893 -7.276 -0.301  -0.100
C 2.054 -6.685 -1.055  -0.045
C 1.429 -5.993 -2.261  -0.075
C -0.037 -6.203 -2.202  -0.131
H -1.317 -6.961 -0.755  0.173
H 0.951 -7.961 0.558  0.096
H 2.969 -6.890 -0.681  0.026
H 2.000 -5.556 -2.998  0.031
H -0.953 -5.770 -2.738  0.118
N 3.027 -2.985 4.653  -0.052
C 2.144 -3.400 3.757  -0.142
C 2.892 -4.303 2.723  -0.050
C 4.282 -4.372 3.192  -0.074
C 4.283 -3.573 4.425  -0.134
H 2.937 -2.366 5.569  0.215
H 1.250 -2.956 3.862  0.036
H 2.286 -4.861 1.959  0.076
H 5.128 -4.766 2.907  0.022
H 5.172 -3.408 5.235  0.151
N 0.290 3.497 4.147  -0.035
C -0.249 3.233 5.336  -0.136
C 0.745 2.526 6.252  -0.035
C 2.028 2.415 5.445  -0.051
C 1.642 3.067 4.071  -0.106
H -0.112 3.783 3.243  0.071
H -1.298 3.505 5.630  0.111
H 0.488 2.276 7.084  -0.049
H 2.986 1.823 5.621  0.081
H 2.393 2.978 3.248  0.091
N -5.420 1.819 -0.878  -0.085
C -6.094 2.345 -1.927  -0.131
C -6.111 3.896 -1.761  -0.042
C -5.279 4.110 -0.469  -0.066
C -4.999 2.707 0.058  -0.156
H -5.349 0.836 -0.730  0.132
H -6.449 1.730 -2.838  0.128
H -6.650 4.529 -2.510  0.082
H -4.999 5.154 0.012  0.110
H -4.703 2.239 0.973  0.082
N -2.651 2.663 -2.704  -0.045
C -1.907 3.791 -3.098  -0.151
C -1.022 3.259 -4.034  -0.138
C -1.115 1.742 -4.203  -0.046
C -2.188 1.452 -3.233  -0.145
H -3.557 2.849 -2.069  0.137
H -2.206 4.903 -2.690  0.165
H -0.263 3.997 -4.556  0.116
H -0.559 1.018 -4.733  0.038
H -2.555 0.487 -2.916  0.067
N 3.856 -1.006 1.370  -0.073
C 4.171 0.162 1.898  -0.126
C 4.401 1.147 0.653  -0.034
C 4.256 0.221 -0.528  -0.094
C 3.907 -1.143 -0.064  -0.091
H 3.694 -1.928 2.008  0.167
H 4.097 0.276 3.003  0.100
H 4.751 2.193 0.610  0.063
H 4.483 0.478 -1.532  0.036
H 3.813 -2.050 -0.560  0.063
C -1.431 -2.211 -6.339  0.047
N -1.525 -3.398 -5.448  -0.431
O -1.791 -3.293 -4.272  0.039
O -1.020 -4.422 -5.966  0.042
H -2.546 -1.820 -6.168  0.153
H -1.242 -2.602 -7.348  0.107
H -0.861 -1.425 -5.959  0.054
C -5.422 -3.953 3.737  0.065
N -4.334 -3.217 3.139  -0.428
O -3.801 -3.745 2.150  0.039
O -3.833 -2.244 3.715  0.050
H -6.275 -3.207 3.755  0.150
H -4.893 -4.178 4.601  0.096
H -5.600 -4.797 3.241  0.057
C 2.514 -1.842 -5.139  0.046
N 3.008 -0.798 -4.196  -0.374
O 2.019 -0.191 -3.736  0.006
O 4.170 -0.729 -3.781  0.082
H 3.252 -2.658 -5.028  0.107
H 2.494 -1.437 -6.092  0.078
H 1.639 -2.419 -4.803  0.096

**Total charge**: +1
**Multiplicity**: 1
**ΔE to the lowest compared entry with this formula, charge and spin**: 0.0 kcal/mol
**F_max**: 15.6 eV/Å
**Highest occupied orbital energy**: -9.29 eV